C3H18NO4 | the ωB97M-V functional and the def2-TZVPD basis

Calculated values
- strongest force on any atom (eV Å⁻¹) = 6.37
- total charge = +1
- energy relative to the best compared isomer or geometry (same formula, charge and spin) (kcal per mole) = 51.86
- molar mass (g mol⁻¹) = 132.18
- frontier orbital gap (eV) = 12.1943

Atoms and positions in Å:
1 C 0.76676 -1.92287 1.99231
2 C 0.02805 -0.67237 1.64645
3 N -0.47821 -0.45311 0.19529
4 C -1.30376 0.82252 0.28315
5 H 1.76243 -2.01323 1.53067
6 H 0.91332 -1.87985 3.01993
7 H 0.19906 -2.86978 1.82612
8 H -0.88640 -0.62778 2.19031
9 H 0.41240 0.31943 2.10519
10 H -1.07138 -1.40414 0.19703
11 H 0.33299 -0.31375 -0.35669
12 H -1.59150 1.11752 1.31624
13 H -2.26214 0.72729 -0.23780
14 H -0.74808 1.60358 -0.17876
15 H 1.60613 2.48672 2.48548
16 H 0.20877 2.92336 2.84692
17 O 0.70225 2.24943 2.36537
18 H 2.03070 -0.23557 -1.87009
19 H 0.80345 0.36287 -2.62091
20 O 1.12721 -0.14760 -1.85701
21 H -1.45018 -3.10594 -2.25391
22 H -0.58913 -1.81856 -2.41343
23 O -1.29745 -2.20350 -1.96133
24 H -0.30671 2.62562 -3.86418
25 H 0.86017 2.49203 -3.02528
26 O 0.23123 1.93769 -3.36108

Atom charges from the Löwdin analysis, given in e for atoms 1 to 5:
1 C -0.0683
2 C -0.2261
3 N 0.0173
4 C -0.0086
5 H 0.0909

C3H18O6 | the ωB97M-V functional and the def2-TZVPD basis

Calculated values
- strongest force on any atom (eV Å⁻¹) = 1.74
- total charge = 0
- energy relative to the best compared isomer or geometry (same formula, charge and spin) (kcal per mole) = 18.79
- molar mass (g mol⁻¹) = 150.17
- frontier orbital gap (eV) = 9.8052
- SMILES = CC(C)O.O.O.O.O.O

Atoms and positions in Å:
1 C 9.07132 27.59323 20.82708
2 C 8.37809 26.52086 20.01103
3 C 9.11228 26.36515 18.67947
4 O 8.46217 25.25287 20.67995
5 H 10.15446 27.64953 20.71382
6 H 8.86606 27.47640 21.89667
7 H 8.68378 28.56845 20.52175
8 H 7.36107 26.86117 19.79632
9 H 8.90356 27.21792 18.02956
10 H 8.64881 25.58822 18.06092
11 H 10.15497 26.09023 18.80496
12 H 8.44151 25.48445 21.61463
13 O 11.36367 27.37280 16.41157
14 H 11.12500 28.00334 15.71464
15 H 12.26359 27.61980 16.66862
16 O 15.26956 26.27493 14.99778
17 H 15.82738 25.85493 15.65839
18 H 14.71059 26.90434 15.50354
19 O 14.20396 28.12379 16.69867
20 H 14.44070 28.96790 16.29359
21 H 14.62860 28.13973 17.56588
22 O 11.27722 29.69004 14.52188
23 H 11.11644 30.13534 13.68294
24 H 11.90449 30.25604 14.98368
25 O 9.81587 25.23464 15.22842
26 H 10.52161 24.61604 15.43587
27 H 10.08114 26.05567 15.67070

Atom charges from the Löwdin analysis, given in e for atoms 1 to 5:
1 C -0.0733
2 C -0.4854
3 C -0.0777
4 O -0.0479
5 H 0.0788

C3H19NO7 | the ωB97M-V functional and the def2-TZVPD basis

Calculated values
- strongest force on any atom (eV Å⁻¹) = 2.72
- total charge = 0
- energy relative to the best compared isomer or geometry (same formula, charge and spin) (kcal per mole) = 29.98
- molar mass (g mol⁻¹) = 181.19
- frontier orbital gap (eV) = 10.0614
- SMILES = CCNC=O.O.O.O.O.O.O

Atoms and positions in Å:
1 C 0.92207 0.19383 -3.37160
2 C 0.50917 0.38248 -1.89779
3 N 0.12609 -1.00059 -1.47328
4 C 0.98321 -2.06974 -1.39846
5 O 0.70808 -3.17750 -1.01110
6 H 0.81494 1.12855 -3.90489
7 H 0.31149 -0.41425 -4.04926
8 H 1.98437 -0.00119 -3.30821
9 H 1.20411 0.82688 -1.19534
10 H -0.41073 0.99714 -1.82697
11 H -0.72570 -1.02870 -0.90142
12 H 1.98741 -1.91028 -1.84057
13 O -1.21395 3.35394 -0.48932
14 H -1.77358 3.50812 -1.25866
15 H -1.63397 2.66203 0.03372
16 O -1.97500 -0.40893 2.70417
17 H -1.46369 -1.00206 3.28246
18 H -1.58466 -0.59759 1.83583
19 O -0.29111 1.55459 3.47566
20 H -0.81148 2.35987 3.38725
21 H -0.85261 0.77332 3.28399
22 O 0.39268 -2.10866 1.81386
23 H 1.08137 -1.84768 2.44763
24 H 0.99241 -2.68280 1.30805
25 O -2.37943 -2.22094 0.66934
26 H -2.19332 -2.60421 1.53472
27 H -1.79279 -2.78566 0.13718
28 O 2.61977 2.49716 0.40178
29 H 2.37921 2.32523 1.32335
30 H 2.08562 3.29765 0.28788

Atom charges from the Löwdin analysis, given in e for atoms 1 to 5:
1 C -0.0952
2 C -0.1996
3 N 0.0184
4 C -0.3753
5 O 0.0014

C3H19O7V | the ωB97M-V functional and the def2-TZVPD basis

Calculated values
- strongest force on any atom (eV Å⁻¹) = 3.46
- multiplicity = 4
- total charge = +1
- energy relative to the best compared isomer or geometry (same formula, charge and spin) (kcal per mole) = 0.00
- molar mass (g mol⁻¹) = 218.12
- frontier orbital gap (spin up / spin down) (eV) = 7.0953 / 7.7542

Atoms and positions in Å:
1 V -1.08086 0.00507 -0.48597
2 C 2.84139 -1.50705 1.09946
3 C 1.80103 -0.39964 0.75025
4 C 2.40311 0.91500 0.24754
5 O 0.77286 -0.84747 -0.05992
6 H 3.38631 -1.76628 0.16624
7 H 2.42779 -2.41613 1.43972
8 H 3.51770 -1.22665 1.88333
9 H 1.38034 -0.24448 1.69536
10 H 2.90124 0.83763 -0.69945
11 H 3.18959 1.22062 0.93664
12 H 1.57896 1.64535 0.09834
13 O -1.60332 -0.77639 2.03752
14 H -0.71863 -0.75518 2.31534
15 H -2.08482 -1.31105 2.65206
16 O -0.83260 1.94287 1.04225
17 H -1.67239 2.29787 1.43554
18 H -0.32767 2.67734 0.70908
19 O -1.96537 -1.97018 -0.39581
20 H -1.72746 -2.21840 0.49424
21 H -2.40793 -2.74310 -0.73576
22 O -0.11190 1.81030 -1.66647
23 H 0.86332 1.69426 -1.59498
24 H -0.12543 2.65119 -2.08848
25 O -3.00829 0.84043 -1.06090
26 H -3.11124 1.83056 -0.94874
27 H -3.67686 0.49278 -0.50366
28 O -0.91159 -0.73926 -2.56222
29 H -1.48104 -0.70393 -3.27175
30 H -0.21623 -1.23608 -2.92881

Atom charges from the Löwdin analysis, given in e for atoms 1 to 5:
1 V 0.9008
2 C -0.0417
3 C -0.5852
4 C -0.0460
5 O -0.3304

C3H20O7 | the ωB97M-V functional and the def2-TZVPD basis

Calculated values
- strongest force on any atom (eV Å⁻¹) = 0.96
- total charge = 0
- energy relative to the best compared isomer or geometry (same formula, charge and spin) (kcal per mole) = 6.86
- molar mass (g mol⁻¹) = 168.19
- frontier orbital gap (eV) = 10.5218
- SMILES = CC(C)O.O.O.O.O.O.O

Atoms and positions in Å:
1 C -0.38159 -0.98335 1.92339
2 C 0.29814 -2.23656 2.44814
3 C 1.68000 -1.93853 3.02972
4 O -0.53771 -2.85094 3.43757
5 H -0.44298 -0.27385 2.74742
6 H -1.39332 -1.15781 1.54085
7 H 0.13795 -0.57974 1.05119
8 H 0.53387 -2.92466 1.62530
9 H 2.05615 -2.90049 3.38345
10 H 1.65026 -1.22530 3.85086
11 H 2.31902 -1.60767 2.21327
12 H -1.25364 -3.25026 2.93215
13 O 0.60808 0.54218 -1.50604
14 H 0.19011 -0.30905 -1.29492
15 H -0.13096 1.12659 -1.73706
16 O 0.97245 3.60496 -1.88157
17 H 1.10095 4.44670 -2.33859
18 H 1.42340 3.70748 -1.03261
19 O 3.06933 1.77225 -1.75969
20 H 2.16444 1.38450 -1.68986
21 H 2.94030 2.62843 -2.17820
22 O -1.16866 -1.70319 -1.33588
23 H -1.18737 -2.21520 -2.15669
24 H -1.37411 -2.33952 -0.63859
25 O -3.25679 0.11117 -2.13789
26 H -2.69409 -0.52256 -1.67395
27 H -2.78351 0.94482 -1.99838
28 O -1.68384 2.64328 -1.83661
29 H -0.85023 3.13341 -1.99725
30 H -2.00564 2.97288 -0.98954

Atom charges from the Löwdin analysis, given in e for atoms 1 to 5:
1 C -0.0618
2 C -0.5066
3 C -0.0532
4 O -0.0465
5 H 0.0877

C3H20O7 | the ωB97M-V functional and the def2-TZVPD basis

Calculated values
- strongest force on any atom (eV Å⁻¹) = 2.31
- total charge = 0
- energy relative to the best compared isomer or geometry (same formula, charge and spin) (kcal per mole) = 20.70
- molar mass (g mol⁻¹) = 168.19
- frontier orbital gap (eV) = 9.9850
- SMILES = CC(C)O.O.O.O.O.O.O

Atoms and positions in Å:
1 C -0.02465 -1.76388 0.97638
2 C -0.07445 -2.72450 2.20670
3 C 0.00382 -2.02076 3.53048
4 O -1.23384 -3.52067 2.05430
5 H 0.99513 -1.43515 0.77616
6 H -0.58843 -0.85353 1.18011
7 H -0.35979 -2.09680 -0.00594
8 H 0.68766 -3.49059 2.06395
9 H 0.07395 -2.65161 4.41660
10 H -0.78446 -1.27945 3.66148
11 H 0.94741 -1.47567 3.50562
12 H -1.97514 -2.91085 2.04015
13 O 2.07904 0.63052 0.14728
14 H 2.75898 0.64861 0.82077
15 H 2.05935 1.52311 -0.19788
16 O -0.71996 0.14356 -1.98560
17 H -0.35974 -0.03783 -1.11751
18 H -0.94497 1.07365 -1.96251
19 O 2.04857 2.45767 -1.84951
20 H 1.12608 2.52368 -2.09628
21 H 2.40283 1.77928 -2.42441
22 O -0.02632 -2.35490 -3.45752
23 H -0.05235 -1.58190 -2.89357
24 H 0.80173 -2.27835 -3.93155
25 O -0.38986 4.34351 -1.86857
26 H -1.08441 3.76786 -1.54850
27 H -0.75862 5.22434 -1.80230
28 O -1.92645 2.89432 -0.33402
29 H -2.84518 3.16249 -0.31842
30 H -1.83604 2.30392 0.41397

Atom charges from the Löwdin analysis, given in e for atoms 1 to 5:
1 C -0.0576
2 C -0.4835
3 C -0.0596
4 O -0.0565
5 H 0.0552